C35H44GeHgN9O4S2 as an isolated structure, computed with the ωB97M-V functional and the def2-TZVPD basis.

Positions of all 96 atoms, in Å:
1 Hg -0.72020 1.32349 -0.04122
2 O 3.60489 4.99000 -4.74517
3 C 3.91581 4.58673 -3.60415
4 O 4.94188 4.82900 -2.93082
5 C 2.88685 3.66484 -2.91987
6 C 1.69449 3.35009 -3.51774
7 C 0.72173 2.56637 -2.86583
8 N 0.94694 2.10912 -1.58603
9 C 2.15351 2.37903 -1.02212
10 C 3.12114 3.13497 -1.64494
11 C 2.42946 1.81841 0.31216
12 C 3.73964 1.67546 0.80012
13 C 3.95892 1.11764 2.03770
14 C 2.86754 0.68587 2.79310
15 C 1.61111 0.83627 2.25047
16 N 1.39413 1.38559 1.04995
17 C -0.51431 2.23881 -3.53376
18 C -0.77124 2.59979 -4.88698
19 C -1.97109 2.30100 -5.46861
20 C -2.95493 1.61842 -4.72032
21 C -2.62100 1.26592 -3.42936
22 N -1.45989 1.54041 -2.84341
23 H 1.53781 3.75472 -4.50601
24 H 4.06122 3.37857 -1.17394
25 H 4.57257 1.97733 0.18458
26 H 4.96920 1.00678 2.41280
27 H 2.99148 0.24308 3.77131
28 H 0.72872 0.52294 2.79533
29 H -0.01486 3.10850 -5.46541
30 H -2.16377 2.58653 -6.49642
31 H -3.92599 1.38005 -5.13374
32 H -3.33230 0.71371 -2.81706
33 C 2.34148 -1.81611 -0.08701
34 C 2.78049 -1.93449 -1.54901
35 N 2.23548 -0.94535 -2.46342
36 C 1.67511 -1.47802 -3.69540
37 C 0.12798 -1.70101 -3.70451
38 N -0.41378 -1.82237 -2.37383
39 C -0.16842 -3.05893 -1.68178
40 C 0.14234 -2.87776 -0.18083
41 N 0.90932 -1.68246 0.12664
42 H 2.74512 -2.71603 0.41334
43 H 2.82031 -0.95012 0.37203
44 H 3.87797 -1.86938 -1.54552
45 H 2.54432 -2.94646 -1.89740
46 H 1.54252 -0.37046 -1.99367
47 H 1.90746 -0.79574 -4.51917
48 H 2.18764 -2.41903 -3.91650
49 H -0.33950 -0.83562 -4.16659
50 H -0.09009 -2.57564 -4.34265
51 H -1.34417 -1.45798 -2.25478
52 H -1.00189 -3.77560 -1.76449
53 H 0.68784 -3.52756 -2.16859
54 H -0.79466 -2.78984 0.36439
55 H 0.65924 -3.79299 0.15964
56 H 0.71539 -1.38822 1.07588
57 C -1.66013 4.63284 2.35762
58 Ge -3.01986 3.29779 1.88106
59 C -4.69421 4.30088 1.51431
60 C -3.39250 2.13852 3.41167
61 C -2.58668 2.35993 0.24489
62 H -2.04758 5.33144 3.10191
63 H -1.35067 5.19686 1.47696
64 H -0.77856 4.13990 2.77131
65 H -4.97103 4.93900 2.35782
66 H -5.51566 3.60656 1.32611
67 H -4.57149 4.93198 0.63214
68 H -3.87011 2.70304 4.21535
69 H -2.46725 1.70725 3.79950
70 H -4.05178 1.31733 3.12560
71 H -2.57597 3.08904 -0.56830
72 H -3.38006 1.63858 0.04035
73 N 2.65488 -6.21920 3.38264
74 C 1.80906 -5.10378 3.47990
75 C 2.25797 -3.92530 4.06820
76 C 1.40177 -2.84331 4.21102
77 C 0.09443 -2.93028 3.76677
78 C -0.36568 -4.10600 3.18786
79 C 0.48600 -5.18510 3.04307
80 S -1.04294 -1.58018 4.00733
81 O -2.21428 -2.15238 4.64223
82 O -0.30362 -0.58169 4.74499
83 N -1.29606 -1.08236 2.53431
84 C -2.42742 -1.30787 1.84967
85 S -3.88029 -2.14775 2.46570
86 C -4.55895 -2.09068 0.87384
87 C -3.70154 -1.47581 0.03333
88 N -2.52493 -1.02767 0.57221
89 H 3.63662 -5.99485 3.38534
90 H 2.41196 -6.85741 2.64242
91 H 3.28355 -3.85785 4.41480
92 H 1.73634 -1.92131 4.66589
93 H -1.39496 -4.16784 2.85461
94 H 0.12904 -6.10354 2.58975
95 H -5.52924 -2.50717 0.65892
96 H -3.87515 -1.32389 -1.02442

Values from the calculation:
E_tot   -5180.6430 a.u.
⟨S²⟩   0.777
2S+1   2
Net charge   -2

---

C35H44N3O5S2SiTa as an isolated structure at a distorted geometry, computed with the ωB97M-V functional and the def2-TZVPD basis.

Positions of all 91 atoms, in Å:
1 Ta 0.94252 -0.12142 -0.50163
2 C 2.73842 2.93968 -2.64903
3 C 1.90852 3.07538 -1.41343
4 N 2.42852 2.82238 -0.27293
5 N 1.88052 3.08838 0.88117
6 C 1.56992 2.36068 1.86447
7 S 1.50622 0.60238 1.93427
8 S 1.29982 3.19438 3.39587
9 C -0.16228 2.29658 4.07697
10 C -1.40688 3.08888 3.86327
11 C -1.86698 3.92698 4.87147
12 C -3.02408 4.66438 4.70297
13 C -3.73158 4.57718 3.51567
14 C -3.26748 3.76368 2.49527
15 C -2.10938 3.02498 2.66597
16 C 0.48582 3.46838 -1.53113
17 C 0.09832 4.71048 -2.00703
18 C -1.22728 5.10298 -1.94363
19 C -2.16668 4.26048 -1.37693
20 C -1.80588 3.00408 -0.92203
21 C -0.48088 2.58148 -1.01753
22 O -0.08328 1.34198 -0.68723
23 H 3.78592 3.12508 -2.43253
24 H 2.38652 3.63488 -3.40653
25 H 2.64972 1.92808 -3.04973
26 H 0.04492 2.16818 5.13797
27 H -0.19168 1.32458 3.58747
28 H -1.30708 3.99498 5.79207
29 H -3.36948 5.30898 5.49717
30 H -4.63758 5.14958 3.38387
31 H -3.80968 3.71058 1.56257
32 H -1.74348 2.39628 1.86557
33 H 0.84532 5.37648 -2.41263
34 H -1.51568 6.08088 -2.29853
35 H -3.18928 4.58818 -1.27743
36 H -2.54168 2.35498 -0.47963
37 O 8.98822 -0.00992 -0.57483
38 C 8.25302 -0.98332 -0.53033
39 O 8.41432 -2.19182 -0.54643
40 C 6.70212 -0.56862 -0.44533
41 C 6.34782 0.76998 -0.43143
42 C 4.99672 1.09748 -0.42033
43 N 4.03002 0.19378 -0.42003
44 C 4.38262 -1.09302 -0.39093
45 C 5.70382 -1.52812 -0.40603
46 C 3.26582 -2.08832 -0.33083
47 O 3.45072 -3.27242 -0.18063
48 O 2.07532 -1.54592 -0.46013
49 H 7.11862 1.52588 -0.43623
50 H 4.67352 2.12858 -0.40483
51 H 5.93602 -2.58192 -0.40413
52 C 0.58482 -3.73142 -2.48023
53 C -0.36268 -3.97802 -1.30163
54 C 0.45012 -4.69962 -0.22453
55 C -1.47518 -4.93152 -1.75133
56 Si -1.12168 -2.27482 -0.62433
57 C -2.53078 -1.57422 -1.85253
58 C -2.81788 -0.08822 -1.62773
59 C -3.85878 -2.31402 -1.66443
60 C -2.09228 -1.68992 -3.31623
61 C -1.67798 -2.33582 1.28147
62 C -2.33328 -1.01332 1.69357
63 C -2.67838 -3.47202 1.52427
64 C -0.48018 -2.54272 2.21557
65 H 1.01092 -4.68112 -2.79793
66 H 1.41052 -3.08702 -2.18803
67 H 0.08082 -3.28702 -3.33183
68 H 0.87272 -5.61022 -0.64503
69 H -0.16688 -4.98882 0.61967
70 H 1.28162 -4.09592 0.12367
71 H -1.04098 -5.88582 -2.04123
72 H -2.01708 -4.54642 -2.60763
73 H -2.18008 -5.11932 -0.94753
74 H -3.11238 0.11208 -0.60373
75 H -3.63568 0.22038 -2.27843
76 H -1.94998 0.51348 -1.88193
77 H -4.31038 -2.04942 -0.71233
78 H -3.75268 -3.39152 -1.71333
79 H -4.54998 -2.00882 -2.44813
80 H -1.12118 -1.21672 -3.47013
81 H -2.81998 -1.17612 -3.94393
82 H -2.04138 -2.72042 -3.65083
83 H -3.28678 -0.87112 1.19437
84 H -1.68068 -0.16782 1.47247
85 H -2.52538 -1.01842 2.76527
86 H -3.57438 -3.34822 0.92437
87 H -2.97538 -3.49012 2.57127
88 H -2.23918 -4.43672 1.29127
89 H 0.27702 -1.77242 2.07817
90 H -0.00968 -3.50602 2.06947
91 H -0.82078 -2.49332 3.24837

Values from the calculation:
Energy relative to the best compared isomer or geometry (same formula, charge and spin)   132.55 kcal per mole
Net charge   0

---

C35H44N4O6OsP as an isolated structure at a distorted geometry, computed with the ωB97M-V functional and the def2-TZVPD basis.

Positions of all 91 atoms, in Å:
1 Os 0.43110 0.25088 0.19946
2 O -4.19931 -0.92608 0.77860
3 C -2.94190 -0.83540 0.44523
4 O -2.36333 0.17545 0.10475
5 C -2.20904 -2.14255 0.45365
6 C -2.81532 -3.38664 0.63678
7 C -2.03624 -4.52570 0.47263
8 C -0.69510 -4.38990 0.13674
9 C -0.18225 -3.10300 -0.01938
10 N -0.92520 -2.00866 0.15283
11 C 1.20677 -2.74773 -0.39600
12 O 2.07175 -3.63977 -0.78732
13 O 1.54061 -1.55838 -0.33686
14 H -4.71116 -0.10282 0.68314
15 H -3.86102 -3.45959 0.89076
16 H -2.46280 -5.51031 0.58612
17 H -0.07802 -5.26857 0.01468
18 H 1.75296 -4.55474 -0.85751
19 C 2.47952 0.00098 -2.84811
20 C 3.37271 0.80286 -1.89836
21 C 4.16015 1.80423 -2.73936
22 C 4.31956 -0.11856 -1.13220
23 P 2.20640 1.68231 -0.68450
24 C 1.38278 2.90318 -1.74951
25 C 0.28532 2.44960 -2.49096
26 C -0.29540 3.26392 -3.44633
27 C 0.20119 4.54040 -3.67116
28 C 1.28369 4.99961 -2.93515
29 C 1.87420 4.18591 -1.98195
30 C 3.11792 2.52122 0.75709
31 C 2.10378 3.46464 1.40591
32 C 3.48185 1.43608 1.77685
33 C 4.39294 3.27715 0.38262
34 H 3.10171 -0.66012 -3.44866
35 H 1.94465 0.66103 -3.52745
36 H 1.75390 -0.61185 -2.31013
37 H 4.75878 1.23951 -3.45170
38 H 4.84344 2.41127 -2.15760
39 H 3.50265 2.45470 -3.30943
40 H 4.89812 -0.70969 -1.84150
41 H 3.77337 -0.80261 -0.48599
42 H 5.03191 0.44537 -0.53557
43 H -0.10499 1.44625 -2.31455
44 H -1.11982 2.89519 -4.03732
45 H -0.25643 5.17288 -4.41643
46 H 1.68601 5.98236 -3.12091
47 H 2.72763 4.55649 -1.43660
48 H 1.21440 2.90849 1.70481
49 H 1.81243 4.27489 0.74332
50 H 2.54026 3.90743 2.29749
51 H 2.67390 0.71276 1.88920
52 H 3.64587 1.90841 2.74197
53 H 4.39125 0.91286 1.49644
54 H 4.21889 4.12231 -0.27563
55 H 5.13412 2.62408 -0.06696
56 H 4.83157 3.67525 1.29716
57 C 4.38788 4.20847 5.48029
58 C 2.98366 3.75816 5.47629
59 C 2.64015 2.43609 5.82134
60 C 1.33755 2.00455 5.81165
61 C 0.29988 2.87755 5.42810
62 N -1.02338 2.53267 5.33679
63 C -1.76355 1.39729 5.68615
64 O -2.92341 1.51143 5.95539
65 N -1.10946 0.16843 5.72454
66 C -0.34129 -0.41667 4.74161
67 C 0.26335 -1.65570 4.99487
68 C 1.06688 -2.22079 4.02821
69 C 1.20116 -1.57158 2.80890
70 N 0.57327 -0.43101 2.53986
71 C -0.15953 0.15709 3.47722
72 C 0.63327 4.22215 5.13781
73 C 1.93636 4.64619 5.16432
74 H 5.06857 3.42189 5.15695
75 H 4.69254 4.45997 6.50264
76 H 4.53066 5.10718 4.88386
77 H 3.42131 1.75576 6.12815
78 H 1.11319 1.00962 6.15678
79 H -1.65281 3.33139 5.26108
80 H -1.55026 -0.48540 6.36484
81 H 0.12285 -2.14060 5.94857
82 H 1.58308 -3.15019 4.20688
83 H 1.85331 -1.97153 2.04503
84 H -0.62406 1.09758 3.20527
85 H -0.15499 4.92413 4.91149
86 H 2.16677 5.67992 4.95431
87 C -1.26024 2.80452 0.27951
88 O -0.44026 1.83280 0.82228
89 H -1.75808 2.46305 -0.63605
90 H -0.68607 3.71630 0.05335
91 H -2.03563 3.06569 1.00975

Values from the calculation:
⟨S²⟩   6.024
Energy relative to the best compared isomer or geometry (same formula, charge and spin)   47.74 kcal per mole
2S+1   5
Net charge   +3

---

A 2-piece molecular cluster, C35H44N5O overall at a distorted geometry, computed with the ωB97M-V functional and the def2-TZVPD basis.

Positions of all 85 atoms, in Å:
1 C -6.17552 -2.18251 -0.93188
2 N -4.79429 -1.87517 -1.22327
3 C -4.30457 -1.92558 -2.49990
4 O -4.94428 -2.24814 -3.49632
5 C -2.84044 -1.49337 -2.44862
6 C -2.60697 -0.16348 -3.17463
7 C -2.84427 -0.31285 -4.65898
8 C -1.93330 -1.06210 -5.40889
9 C -2.16673 -1.26849 -6.77161
10 C -3.29465 -0.71239 -7.38301
11 C -4.20931 0.02090 -6.61933
12 C -3.97533 0.23731 -5.26378
13 N -2.58279 -1.43703 -0.99868
14 C -1.34875 -1.17104 -0.52469
15 C -1.05372 -1.03198 0.82919
16 C 0.23053 -0.89473 1.36527
17 C 0.46717 -0.67619 2.77449
18 C 1.72118 -0.36702 3.38603
19 C 1.87008 -0.31388 4.76898
20 C 0.79803 -0.67369 5.64387
21 N 0.94871 -0.74320 7.03986
22 C 0.80374 0.42483 7.89219
23 C 0.70895 -1.97159 7.78483
24 C -0.44930 -0.94610 5.04813
25 C -0.62388 -0.83212 3.68361
26 C -3.80388 -1.61931 -0.18458
27 C -4.23783 -0.37456 0.61193
28 C -3.72430 -2.82108 0.77303
29 H -6.73390 -2.25973 -1.86876
30 H -6.26114 -3.13274 -0.38553
31 H -6.62136 -1.39233 -0.31445
32 H -2.22756 -2.29724 -2.90669
33 H -3.29156 0.58235 -2.73908
34 H -1.57380 0.14373 -2.95575
35 H -1.06139 -1.48772 -4.90562
36 H -1.46673 -1.87794 -7.34184
37 H -3.46205 -0.84493 -8.45208
38 H -5.12014 0.41459 -7.06694
39 H -4.67867 0.81044 -4.65032
40 H -0.56311 -1.04973 -1.27943
41 H -1.89729 -1.05229 1.51541
42 H 1.06067 -1.13748 0.67083
43 H 2.58421 -0.13467 2.76065
44 H 2.81413 -0.04544 5.24636
45 H 0.97916 1.35132 7.32456
46 H -0.19722 0.46555 8.35575
47 H 1.53677 0.35320 8.71768
48 H 0.93289 -2.84407 7.16038
49 H 1.37758 -1.96603 8.66300
50 H -0.32881 -2.04393 8.16090
51 H -1.29125 -1.20465 5.69433
52 H -1.63855 -0.91169 3.30174
53 H -4.44250 0.46802 -0.06433
54 H -5.15592 -0.60663 1.17171
55 H -3.47285 -0.06663 1.32865
56 H -3.76289 -3.75786 0.19959
57 H -2.79867 -2.79886 1.35420
58 H -4.57769 -2.79336 1.46431
59 C 3.50769 4.72056 -1.49425
60 C 2.29457 3.82564 -1.22556
61 C 2.68331 2.48517 -0.69845
62 C 4.00358 2.00063 -0.85932
63 N 4.96053 2.72964 -1.50820
64 C 4.62708 3.95666 -2.19125
65 C 6.22962 2.14276 -1.86316
66 C 6.71006 1.10240 -0.85268
67 C 5.62332 0.06945 -0.55262
68 C 4.28425 0.70086 -0.38538
69 C 3.26608 -0.02212 0.22536
70 N 2.01922 0.43660 0.34622
71 C 1.74283 1.66997 -0.06698
72 H 3.21174 5.56846 -2.11920
73 H 3.87881 5.12100 -0.54108
74 H 1.63431 4.33047 -0.50798
75 H 1.71532 3.70935 -2.15692
76 H 4.33761 3.75843 -3.23851
77 H 5.52668 4.58203 -2.24822
78 H 6.18420 1.67769 -2.86488
79 H 6.97666 2.94355 -1.94369
80 H 7.59654 0.59400 -1.24714
81 H 6.99406 1.60318 0.08368
82 H 5.58955 -0.68434 -1.35881
83 H 5.88890 -0.47490 0.36348
84 H 3.49364 -1.01263 0.62131
85 H 0.72518 2.01678 0.11174

Values from the calculation:
E_tot   -1708.8763 a.u.
Net charge   +1

---

C35H44NO3P2SiTb as an isolated structure at a distorted geometry, computed with the ωB97M-V functional and the def2-TZVPD basis.

Positions of all 87 atoms, in Å:
1 C -0.15679 3.74293 -3.36135
2 C -0.18493 2.38354 -2.99237
3 N 0.68790 1.91743 -2.04024
4 C 1.56064 2.76832 -1.45491
5 C 1.55398 4.13703 -1.74849
6 C 0.69143 4.61854 -2.72030
7 C -1.12635 1.46529 -3.68290
8 P -1.69296 -0.01095 -2.75631
9 Tb 0.55382 -0.42919 -1.24050
10 P 3.07574 0.48527 -0.54099
11 C 2.56428 2.27082 -0.41422
12 C 0.57575 -2.91650 -1.19742
13 C -0.49867 -3.55810 -0.63027
14 C -0.43623 -4.95138 -0.44970
15 C 0.69013 -5.66817 -0.88042
16 C 1.75922 -4.99317 -1.49353
17 C 1.69201 -3.58374 -1.64852
18 O -0.12190 0.49400 -5.87575
19 O 0.78352 -1.52763 -4.78052
20 H -0.85698 4.05117 -4.14115
21 H 2.25632 4.76714 -1.20399
22 H 0.69081 5.69151 -2.97721
23 C -3.18410 0.57805 -1.88615
24 C -2.39092 -1.11605 -4.02254
25 H 3.49374 2.85349 -0.50974
26 H 2.16777 2.44994 0.60204
27 H -0.56370 1.02466 -4.83832
28 H -2.02421 2.01805 -4.00881
29 C 3.57710 0.14727 1.18185
30 C 4.67384 0.61630 -1.41168
31 H -1.38970 -3.00037 -0.30085
32 H -1.26621 -5.47224 0.03607
33 H 0.73475 -6.74825 -0.74088
34 H 2.62973 -5.53789 -1.84539
35 H 2.50769 -3.03114 -2.12490
36 H 1.35048 -1.19723 -3.63508
37 H 0.74949 -2.48273 -4.79023
38 H 0.34592 -0.47960 -5.48564
39 H 0.57096 1.01762 -6.28059
40 H 1.79911 -0.90462 -2.90472
41 H -4.00105 0.72836 -2.60749
42 H -3.47713 -0.17990 -1.14665
43 H -2.98389 1.51733 -1.35422
44 H -3.21008 -0.61883 -4.56050
45 H -1.60778 -1.43301 -4.72196
46 H -2.77862 -2.00987 -3.51406
47 H 5.42401 1.12854 -0.79353
48 H 5.01896 -0.40212 -1.63874
49 H 4.53399 1.15656 -2.35742
50 H 4.58983 0.53314 1.36402
51 H 2.87228 0.58553 1.90110
52 H 3.57760 -0.94411 1.31429
53 O -0.25809 0.19848 0.57688
54 Si -0.74415 0.15702 2.12206
55 C -2.38537 1.00921 2.39487
56 C -3.19510 0.70941 3.50262
57 C -4.36678 1.44365 3.74348
58 C -4.72134 2.50516 2.90125
59 C -3.90566 2.81476 1.80605
60 C -2.74700 2.06831 1.54684
61 C -0.84164 -1.62903 2.61791
62 C -2.08064 -2.29042 2.68220
63 C -2.12668 -3.65696 2.99538
64 C -0.94659 -4.37747 3.21228
65 C 0.28829 -3.72762 3.09450
66 C 0.34749 -2.36088 2.79035
67 C 0.47061 1.12057 3.17061
68 C 0.66151 2.48038 2.84806
69 C 1.52879 3.26870 3.61869
70 C 2.22327 2.71215 4.69887
71 C 2.02890 1.36309 5.01569
72 C 1.13611 0.57523 4.27759
73 H -2.91416 -0.09640 4.17820
74 H -5.00258 1.17929 4.59153
75 H -5.62534 3.08097 3.09150
76 H -4.16619 3.64098 1.14081
77 H -2.12267 2.31779 0.69093
78 H -2.99384 -1.74106 2.49378
79 H -3.09694 -4.15542 3.06036
80 H -0.98513 -5.43562 3.45260
81 H 1.21970 -4.27955 3.23376
82 H 1.30801 -1.87184 2.68642
83 H 0.12290 2.92345 2.02103
84 H 1.65559 4.32221 3.36020
85 H 2.90743 3.32364 5.28073
86 H 2.57536 0.91214 5.85046
87 H 0.95130 -0.45536 4.56334

Values from the calculation:
E_tot   -3437.2688 a.u.
⟨S²⟩   12.675
2S+1   7
Net charge   0